One molecule with the formula C14H12N4O2S at a distorted geometry, computed with wB97M-V/def2-TZVPD.

Last column: natural (NBO) charge in e.
Geometry (Å):
1 S -1.22998 3.42612 2.23929  -0.228
2 C -1.65643 2.16944 1.27374  0.185
3 N -2.84676 1.51299 1.32359  -0.378
4 N -2.93706 0.53104 0.40521  -0.248
5 C -1.82208 0.55656 -0.24675  0.320
6 N -0.98178 1.54077 0.23581  -0.225
7 N 0.20552 1.74859 -0.35068  -0.257
8 C 1.07965 2.55263 0.12991  0.064
9 C 2.31826 2.72170 -0.55903  0.188
10 C 2.82087 2.13596 -1.70318  -0.244
11 C 4.09730 2.69167 -1.89911  -0.316
12 C 4.28524 3.57158 -0.86971  0.117
13 O 3.22459 3.59537 -0.06056  -0.376
14 H 5.10808 4.21330 -0.62185  0.207
15 H 4.78494 2.47383 -2.69024  0.233
16 H 2.32188 1.40191 -2.30016  0.239
17 H 0.95212 3.13217 1.04005  0.229
18 C -1.42162 -0.35119 -1.36187  -0.112
19 H -0.95171 0.24920 -2.14657  0.231
20 H -2.31481 -0.85250 -1.75231  0.207
21 O -0.42870 -1.27339 -0.98182  -0.483
22 C -0.75568 -2.31174 -0.14844  0.287
23 C 0.29944 -3.16459 0.17436  -0.257
24 C 0.08694 -4.25453 0.99268  -0.190
25 C -1.17747 -4.51026 1.50044  -0.242
26 C -2.22147 -3.66249 1.18243  -0.203
27 C -2.02250 -2.56296 0.36187  -0.268
28 H -2.85279 -1.91098 0.14266  0.224
29 H -3.20979 -3.85029 1.57534  0.213
30 H -1.34437 -5.36285 2.14087  0.213
31 H 0.91134 -4.90819 1.23579  0.214
32 H 1.27501 -2.94838 -0.23168  0.224
33 H -3.59616 1.69954 1.96991  0.430

Forces on the atoms, in the same order (eV/Å):
0.24 0.49 0.35
-0.18 0.11 0.14
0.86 0.12 -0.36
-0.22 -0.55 -0.57
-0.17 -0.11 0.02
-1.29 0.00 1.02
1.11 0.20 -0.62
-0.63 0.16 0.65
0.45 -0.82 -1.40
-0.49 0.34 0.82
0.25 0.44 0.40
0.42 -0.33 -0.74
-0.33 0.18 0.47
0.03 0.11 0.13
0.18 0.00 -0.13
-0.16 -0.17 -0.11
-0.18 -0.09 0.00
-0.19 0.07 -0.15
-0.19 -0.13 0.09
0.10 0.10 0.04
0.19 -0.16 0.09
0.08 -0.20 0.09
-0.04 0.19 -0.10
0.02 0.04 -0.04
-0.11 -0.08 0.10
0.06 -0.12 0.05
-0.03 0.25 -0.23
-0.04 0.02 -0.01
-0.08 -0.01 0.03
-0.02 -0.07 0.06
0.08 -0.05 0.01
0.12 0.02 -0.05
0.15 0.04 -0.04

Properties
highest occupied orbital energy: -8.082 eV
total charge: 0
structure (SMILES): S=c1[nH]nc(COc2ccccc2)n1/N=C/c1ccco1

C14H13LiN5STe as an isolated structure at a distorted geometry, computed with wB97M-V/def2-TZVPD.

Last column: natural (NBO) charge in e.
Geometry (Å):
1 Li 1.59122 -0.02108 0.14207  0.822
2 C -0.54539 -2.26244 5.19483  -0.666
3 C -0.13978 -1.38231 4.07649  0.323
4 C -0.94788 -0.39662 3.54613  -0.359
5 C -0.43195 0.41089 2.52951  0.366
6 N 0.79301 0.21843 2.00704  -0.560
7 C 1.60820 -0.66259 2.59703  0.261
8 S 3.15034 -1.00179 1.98848  -0.272
9 N 1.12687 -1.47067 3.62208  -0.535
10 C -1.20303 1.55600 1.99555  -0.684
11 H -1.46271 -1.94949 5.71720  0.239
12 H 0.22859 -2.33308 5.98248  0.230
13 H -0.68839 -3.29263 4.82156  0.254
14 H -1.84369 -0.20283 4.09864  0.228
15 H 1.79159 -2.13491 3.99596  0.434
16 H -2.13261 1.66443 2.55668  0.203
17 H -1.39035 1.41008 0.93097  0.303
18 H -0.69475 2.53159 2.15578  0.255
19 N -1.17349 -5.37056 -0.44472  -0.544
20 C -0.74889 -4.47184 -1.09300  0.457
21 N -0.53062 -3.37572 -1.80179  -0.711
22 C 0.12818 -2.36875 -1.38819  0.543
23 N 0.74509 -1.38119 -1.11362  -0.697
24 Te 0.48485 2.41356 -0.96483  -0.524
25 C 0.34522 2.27173 -3.07380  -0.182
26 C -0.67472 1.46601 -3.62664  -0.260
27 C -0.76320 1.33767 -5.00258  -0.208
28 C 0.14995 2.05266 -5.81190  -0.263
29 C 1.08502 2.90572 -5.23650  -0.217
30 C 1.21709 3.04798 -3.84677  -0.270
31 H -1.32401 0.91096 -2.95671  0.223
32 H -1.55445 0.75555 -5.48480  0.200
33 H 0.10094 1.89384 -6.88479  0.197
34 H 1.74204 3.53160 -5.86354  0.192
35 H 1.96172 3.69978 -3.36427  0.221

Forces on the atoms, in the same order (eV/Å):
-0.30 0.18 -0.94
0.02 -0.96 0.88
0.12 0.99 0.00
0.88 -0.83 0.88
0.80 0.54 -0.55
-0.95 0.16 1.10
0.81 -1.43 -0.69
-0.43 0.31 0.38
-0.33 0.43 -0.16
-0.45 0.62 0.78
0.26 0.03 -0.57
-0.14 0.13 -0.48
-0.06 0.38 0.11
-0.60 0.18 -0.39
-0.10 -0.04 -0.07
-0.21 -0.24 -0.20
0.09 0.23 -0.13
0.14 -0.78 -0.45
1.34 1.55 -1.55
-1.54 -0.66 1.56
-0.44 -1.45 -0.37
2.18 2.89 1.00
-1.32 -2.32 -0.12
0.12 0.11 0.13
-0.09 0.22 0.95
0.78 0.19 -0.21
0.40 0.65 -0.45
-0.52 -0.41 0.38
0.72 0.74 -0.10
-0.87 -0.90 -0.58
0.04 0.12 -0.11
0.35 0.00 0.26
0.07 0.29 0.04
-0.32 -0.52 0.08
-0.47 -0.39 -0.41

Properties
highest occupied orbital energy: -3.475 eV
total charge: -1

C14H13N5O5PtSe as an isolated structure at a distorted geometry, computed with wB97M-V/def2-TZVPD.

Last column: natural (NBO) charge in e.
Geometry (Å):
1 Pt -0.18748 -0.25509 -0.27281  1.144
2 O -3.50870 0.06601 2.54340  -0.630
3 C -2.43447 -0.01322 1.79625  0.778
4 O -2.41798 -0.36475 0.63779  -0.595
5 C -1.18270 0.37957 2.52473  0.100
6 C -1.17494 0.65706 3.88204  -0.157
7 C 0.02810 0.99006 4.47794  -0.113
8 C 1.17593 1.04770 3.70355  -0.180
9 C 1.09368 0.76353 2.34962  0.088
10 N -0.07151 0.42794 1.78449  -0.392
11 C 2.27049 0.78992 1.40083  0.774
12 O 3.44245 1.20972 1.82560  -0.609
13 O 2.13228 0.42965 0.25988  -0.580
14 H -4.30260 -0.19442 2.04829  0.532
15 H -2.09423 0.60563 4.44730  0.276
16 H 0.07593 1.20648 5.53679  0.263
17 H 2.11412 1.31252 4.17265  0.239
18 H 3.47322 1.51314 2.74110  0.505
19 C -0.31646 4.00923 -1.73016  -0.712
20 C -0.03842 2.54347 -1.60775  0.716
21 N 0.75457 1.99090 -2.52188  -0.763
22 O -0.56008 1.88998 -0.67553  -0.665
23 H -0.95683 4.18310 -2.59686  0.266
24 H 0.60756 4.56743 -1.87955  0.254
25 H -0.82521 4.36628 -0.84110  0.259
26 H 1.18718 2.53880 -3.24647  0.428
27 H 1.01664 1.02150 -2.44429  0.411
28 Se 1.59800 -3.95027 0.36315  1.169
29 N 1.27165 -4.73586 -1.14928  -0.539
30 C 0.59128 -3.90080 -1.92010  0.057
31 C 0.07662 -4.11795 -3.22843  -0.074
32 C -0.62558 -3.09624 -3.79857  -0.257
33 C -0.81001 -1.85693 -3.12826  0.152
34 N -0.33457 -1.61733 -1.92935  -0.475
35 C 0.33326 -2.63452 -1.31621  0.269
36 N 0.77095 -2.44132 -0.08657  -0.712
37 H 0.23985 -5.06308 -3.72937  0.269
38 H -1.05676 -3.21265 -4.78244  0.266
39 H -1.35522 -1.05519 -3.61042  0.238

Forces on the atoms, in the same order (eV/Å):
0.04 -0.86 0.56
-0.07 0.09 0.33
-0.03 -0.09 -0.47
-0.60 -0.03 0.40
-0.06 0.03 0.10
0.03 0.01 -0.06
0.04 0.05 0.13
-0.07 0.02 -0.07
0.05 0.06 0.07
0.08 -0.24 -1.25
-0.10 -0.03 -0.27
0.21 0.06 0.11
0.69 0.19 0.20
0.03 -0.02 -0.09
0.00 0.00 -0.03
-0.01 -0.01 -0.01
-0.01 -0.03 -0.02
-0.06 0.01 0.02
-0.04 0.02 0.00
0.12 0.11 -0.20
-0.10 -0.06 0.14
-0.01 -0.69 -0.16
0.00 -0.02 0.02
0.00 -0.02 0.01
0.00 -0.01 0.01
-0.02 0.09 0.01
0.05 -0.07 0.06
0.20 0.00 0.50
-0.08 -0.15 -0.33
-0.08 0.23 0.13
-0.05 0.06 -0.07
0.07 -0.26 0.00
-0.05 0.34 0.05
0.17 0.95 0.55
0.15 -0.38 -0.06
-0.44 0.60 -0.30
-0.02 0.02 -0.02
0.00 0.06 0.00
0.00 0.00 0.01

Properties
highest occupied orbital energy (alpha / beta): -14.613 / -14.614 eV
total charge: +2

One molecule with the formula C14H13NO2, computed with wB97M-V/def2-TZVPD.

Last column: natural (NBO) charge in e.
Geometry (Å):
1 C -4.52091 -0.71507 0.00503  -0.629
2 C -3.19181 -0.02331 -0.00503  -0.012
3 C -2.03007 -0.75987 0.00158  -0.214
4 C -0.76815 -0.14396 -0.00780  0.015
5 C -0.70950 1.27989 -0.03664  0.121
6 N 0.45404 1.96972 -0.05216  -0.383
7 C 1.55664 1.28793 -0.04499  0.225
8 C 1.63344 -0.12906 -0.02925  0.007
9 C 0.47121 -0.86158 -0.01073  -0.138
10 C 0.49986 -2.34237 0.02711  0.778
11 O -0.30744 -3.05920 0.56427  -0.585
12 O 1.56411 -2.85211 -0.61738  -0.683
13 H 1.54240 -3.82084 -0.56447  0.502
14 C 3.06783 -0.55265 -0.01604  -0.432
15 H 3.35603 -0.86850 -1.02186  0.226
16 H 3.25634 -1.38818 0.65699  0.227
17 C 3.82224 0.72157 0.39793  -0.390
18 H 3.92296 0.74701 1.48423  0.204
19 H 4.81950 0.76691 -0.03618  0.214
20 C 2.93103 1.88288 -0.05999  -0.443
21 H 3.17408 2.18890 -1.08068  0.220
22 H 3.00257 2.76180 0.57798  0.231
23 C -1.90788 2.01695 -0.04449  -0.189
24 C -3.11709 1.37943 -0.02856  -0.198
25 H -4.03162 1.95531 -0.03540  0.209
26 H -1.83405 3.09288 -0.06596  0.225
27 H -2.08732 -1.83656 0.02821  0.233
28 H -4.57545 -1.41891 0.83362  0.224
29 H -4.65887 -1.27922 -0.91690  0.222
30 H -5.33411 0.00024 0.09756  0.212

Forces on the atoms, in the same order (eV/Å):
0.01 -0.06 -0.02
0.25 -0.19 -0.01
-0.39 0.02 0.00
0.16 0.25 0.00
-0.25 -0.54 0.02
0.42 0.39 -0.01
-0.20 -0.02 0.05
-0.51 -0.36 0.04
0.31 0.60 -0.05
-0.19 -0.62 0.18
0.02 0.14 -0.01
0.40 0.05 -0.31
-0.23 0.16 0.16
0.24 -0.11 0.01
0.04 -0.06 0.02
0.03 -0.02 -0.09
0.04 0.06 -0.03
0.02 0.00 0.00
0.03 -0.01 0.07
0.16 0.11 0.04
0.02 0.04 -0.03
-0.02 0.04 -0.05
-0.20 -0.08 -0.01
0.17 0.17 0.00
-0.08 0.06 0.01
0.03 0.11 0.00
-0.02 -0.05 0.02
-0.08 -0.05 0.04
-0.09 -0.03 -0.04
-0.09 0.00 0.01

Properties
highest occupied orbital energy: -8.507 eV
total charge: 0
structure (SMILES): Cc1ccc2nc3c(c(C(=O)O)c2c1)CCC3

C14H14 as an isolated structure at a distorted geometry, computed with wB97M-V/def2-TZVPD.

Last column: natural (NBO) charge in e.
Geometry (Å):
1 C -1.97374 -2.74246 -0.09444  -0.232
2 C -2.48817 -1.48037 -0.35754  -0.206
3 C -0.79010 -2.89785 0.59336  -0.206
4 C -1.88631 -0.41014 0.16061  -0.213
5 C -0.03885 -1.77483 1.03129  -0.229
6 C -0.64933 -0.46658 0.85216  -0.061
7 C 0.92130 2.41716 2.22620  -0.229
8 C 1.04488 1.09267 2.52565  -0.176
9 C 0.14221 2.17637 -0.37352  -0.302
10 C 0.12882 1.99465 1.00025  -0.023
11 C 0.15771 0.67281 1.30380  0.012
12 C 0.74613 1.14862 -1.03901  0.145
13 C 0.33410 1.00776 -2.47989  -0.666
14 C 1.96243 0.24875 -0.78221  -0.675
15 H -2.53084 -3.68087 -0.19087  0.210
16 H -3.35172 -1.51886 -0.94964  0.215
17 H -0.41202 -3.90625 0.72220  0.207
18 H -2.43151 0.57527 0.03413  0.224
19 H 0.86276 -2.05691 1.55924  0.220
20 H 1.13546 3.34352 2.73123  0.226
21 H 1.78215 0.60389 3.26122  0.218
22 H -0.17184 3.01808 -1.01235  0.211
23 H 0.29333 -0.08548 -2.54128  0.221
24 H 0.98284 1.50108 -3.12768  0.217
25 H -0.61975 1.39945 -2.57829  0.211
26 H 1.63618 -0.89673 -0.96348  0.224
27 H 2.57314 0.31843 0.17778  0.236
28 H 2.64075 0.39883 -1.68893  0.222

Forces on the atoms, in the same order (eV/Å):
0.26 -1.30 0.89
0.13 -2.79 0.06
0.81 0.98 0.00
0.36 3.79 0.52
-2.48 -0.17 -0.69
2.33 -1.98 0.51
-0.43 -1.81 0.86
1.96 0.43 1.43
0.73 0.67 -1.65
-0.08 -0.28 -0.39
-1.38 0.10 1.81
0.85 0.70 -1.37
0.35 -1.77 2.06
-0.07 -1.87 -0.58
-0.07 0.56 -0.82
-1.35 0.84 -0.49
0.06 0.11 0.29
1.13 -1.02 0.20
0.25 0.93 0.04
0.32 -0.01 -0.16
-1.63 0.52 -1.07
-0.36 -0.27 0.67
-0.03 0.14 -1.09
1.37 0.33 -1.41
-1.92 0.65 -0.47
0.60 2.36 0.81
-1.12 0.11 -1.20
-0.60 0.07 1.25

Properties
highest occupied orbital energy (alpha / beta): -6.848 / -6.848 eV
total charge: 0

C14H14AsBCl3N4OPtS6 as an isolated structure, computed with wB97M-V/def2-TZVPD.

Last column: natural (NBO) charge in e.
Geometry (Å):
1 Pt 0.39995 1.38970 -1.03315  0.799
2 C 0.26120 1.14995 3.41251  -0.409
3 N 0.29398 -0.18191 2.82751  -0.355
4 C -0.43714 -1.26574 3.27874  -0.096
5 C -0.08769 -2.30560 2.50051  -0.042
6 N 0.85722 -1.87435 1.58355  -0.480
7 B 1.50275 -2.96714 0.61870  0.205
8 N 2.41760 -2.31405 -0.45112  -0.507
9 C 3.79414 -2.43483 -0.49492  -0.044
10 C 4.24693 -1.67533 -1.51329  -0.089
11 N 3.13104 -1.09559 -2.09173  -0.354
12 C 3.13996 -0.12756 -3.17551  -0.404
13 C 2.01760 -1.48609 -1.43428  0.295
14 S 0.40749 -0.98671 -1.78658  -0.189
15 C 1.09410 -0.56175 1.78976  0.281
16 S 2.12523 0.54157 0.95318  -0.355
17 H -0.14222 1.06634 4.42155  0.196
18 H -0.35749 1.82517 2.82876  0.227
19 H 1.26846 1.54897 3.44739  0.230
20 H -1.14430 -1.18905 4.08953  0.219
21 H -0.44210 -3.32723 2.49922  0.227
22 H 2.21381 -3.69229 1.30245  -0.068
23 H 0.59170 -3.57319 0.09570  -0.039
24 H 4.33076 -3.03558 0.22210  0.227
25 H 5.24789 -1.48965 -1.87230  0.216
26 H 4.16313 -0.02328 -3.53018  0.198
27 H 2.77431 0.83197 -2.82533  0.239
28 H 2.49538 -0.46102 -3.98381  0.225
29 Cl -6.48527 0.34172 1.60579  -0.046
30 C -5.04302 0.53326 0.62364  -0.065
31 C -4.01581 1.34474 1.06179  -0.279
32 C -2.88944 1.47439 0.27036  -0.039
33 Cl -1.59394 2.51653 0.78957  -0.014
34 C -2.70000 0.82581 -0.97541  0.292
35 O -1.65808 0.94661 -1.73181  -0.741
36 C -3.80107 0.01778 -1.35985  -0.089
37 Cl -3.68612 -0.82759 -2.87513  0.002
38 C -4.93878 -0.12939 -0.58864  -0.248
39 H -4.08911 1.87461 2.00417  0.228
40 H -5.74404 -0.76227 -0.93648  0.230
41 S -2.33242 4.29205 -2.18986  -0.364
42 As -0.34534 4.35253 -2.89642  0.592
43 S 1.75495 3.43896 -0.24451  -0.139
44 S 0.50600 2.42361 -3.28933  -0.579
45 S 0.89776 5.05091 -0.94687  -0.094

Forces on the atoms, in the same order (eV/Å):
0.36 -0.47 -0.60
-0.05 -0.19 0.07
0.05 0.18 0.21
0.04 0.36 -0.04
0.22 -0.14 -0.41
0.11 -0.08 0.01
0.07 -0.06 0.09
0.01 -0.15 0.11
-0.41 0.01 0.17
-0.12 0.20 -0.17
0.14 0.18 -0.26
0.12 -0.16 0.06
0.33 -0.15 0.24
0.18 0.06 0.06
-0.51 -0.36 0.05
-0.26 -0.16 0.08
0.03 0.00 -0.03
0.00 -0.07 0.00
0.12 0.03 0.02
0.10 0.04 -0.10
0.12 0.20 -0.03
-0.13 0.13 -0.12
0.12 0.09 0.11
-0.13 0.05 -0.10
-0.18 0.01 0.02
0.00 -0.02 -0.02
-0.05 0.14 0.08
-0.05 -0.04 -0.04
0.16 0.02 -0.11
-0.03 -0.03 -0.01
0.07 0.08 0.10
0.15 -0.07 -0.18
-0.28 0.25 0.18
0.27 0.03 -0.09
-0.35 0.10 0.45
-0.04 -0.05 0.02
-0.04 0.06 0.12
-0.05 -0.06 -0.11
0.03 -0.03 -0.09
0.03 0.00 -0.01
0.06 0.08 -0.02
-0.10 -0.15 0.10
-0.19 0.13 0.17
0.03 0.03 0.13
0.06 -0.03 -0.14

Properties
<S²>: 6.0262
highest occupied orbital energy (alpha / beta): -4.037 / -4.778 eV
2S+1: 5
total charge: -1

Number 1: energy -35601.207 eV. Number 2: energy -40515.528 eV. Number 3: energy -100994.940 eV. Number 4: energy -20315.292 eV. Number 5: energy -14738.381 eV. Number 6: energy -190097.843 eV.